Formula: C3H24N2O7S2
Source: the OMol25 dataset
Level of theory: ωB97M-V/def2-TZVPD

XYZ file:
```
38
Properties=species:S:1:pos:R:3:nbo_charge:R:1
S 2.230 -4.115 1.144 -0.149
S 1.517 -3.133 2.766 0.095
C 0.834 -1.620 2.010 -0.567
C -0.665 -1.486 2.174 -0.105
C -1.430 -2.349 1.134 -0.231
N -2.353 -1.649 0.264 -0.836
N -1.157 -0.092 2.265 -0.834
H 1.120 -4.577 0.528 0.123
H 1.354 -1.458 1.050 0.244
H 1.352 -0.834 2.590 0.228
H -1.113 -1.917 3.103 0.202
H -1.818 -3.246 1.634 0.199
H -0.698 -2.913 0.546 0.176
H -1.966 -0.752 0.018 0.354
H -3.302 -1.537 0.576 0.366
H -0.700 0.431 1.525 0.358
H -0.933 0.200 3.204 0.373
H 1.700 0.402 -2.138 0.479
H 2.731 -0.651 -1.708 0.479
O 2.237 -0.324 -2.458 -0.958
H 2.613 2.200 -2.747 0.490
H 1.852 3.383 -2.530 0.474
O 2.088 2.586 -2.029 -0.958
H -2.518 3.011 2.394 0.492
H -0.952 2.829 1.729 0.506
O -1.552 3.053 2.449 -0.999
H 1.790 2.600 0.604 0.469
H 3.305 2.397 1.033 0.479
O 2.475 1.977 0.803 -0.947
H -2.072 3.272 -2.470 0.492
H -1.551 2.413 -3.683 0.488
O -1.298 2.934 -2.929 -0.955
H -0.755 2.239 -1.370 0.493
H 0.512 2.643 -0.736 0.473
O -0.380 2.388 -0.482 -0.993
H -1.277 -2.211 -3.219 0.459
H -0.303 -2.982 -3.886 0.458
O -0.918 -3.112 -3.158 -0.917
```

Output
Molecular weight ... 264.37 u
Largest force on an atom ... 0.0467 hartree/bohr
SMILES ... NC[C@H](N)CSS.O.O.O.O.O.O.O
Energy above the lowest of the compared OMol25 structures with the same formula, charge and spin ... 279.6 kJ/mol
HOMO level ... -0.3101 hartree
Total energy ... -1561.1970 Ha